C24H32N2O4S in the gas phase, computed with the ωB97M-V functional and the def2-TZVPD basis.

```
63
Properties=species:S:1:pos:R:3:forces:R:3
C 3.35356 -0.01404 -2.18119 -0.13 0.17 0.35
C 3.40716 0.45715 -0.73182 0.19 -0.15 -0.12
O 2.27396 1.23449 -0.37621 -0.22 0.10 -0.09
C 1.23385 0.56179 0.26065 0.15 0.41 0.49
O 0.78256 -0.53510 -0.52253 -0.21 -0.25 -0.22
C -0.38194 -0.38346 -1.24044 -0.28 0.36 0.16
C -0.42123 -1.03126 -2.59429 -0.06 0.19 0.02
O -0.82612 -0.40001 -3.55590 -0.13 0.16 -0.05
N 0.00076 -2.30761 -2.69030 0.14 -0.25 -0.14
C 0.35001 -3.19778 -1.61154 0.22 -0.16 0.41
C 1.74909 -3.77004 -1.84292 -0.27 -0.04 0.11
N 1.79836 -4.44226 -3.12845 0.02 0.04 0.01
C 3.06831 -5.09836 -3.34497 -0.05 0.02 0.02
C 1.48137 -3.50652 -4.19316 -0.29 -0.06 0.00
C 0.07469 -2.95188 -3.98358 0.19 0.15 -0.44
C -1.40297 0.32022 -0.76012 0.35 -0.31 0.06
C -1.23928 0.99577 0.57205 0.25 -0.03 -0.14
C -2.29032 2.03225 0.82582 0.04 0.11 -0.32
C -2.55460 3.04567 -0.03264 -0.19 0.00 0.25
S -3.76294 4.14907 0.52029 0.08 -0.23 0.22
C -3.95317 3.23263 1.98510 0.19 0.00 -0.32
C -4.81700 3.51886 3.03153 -0.08 -0.03 0.15
C -4.84214 2.66819 4.11597 -0.11 0.17 -0.04
C -4.02612 1.53773 4.14850 0.08 -0.13 0.07
C -3.16829 1.25316 3.10887 0.05 -0.13 0.01
C -3.10377 2.10818 2.00498 -0.30 0.35 0.07
C 0.17057 1.62559 0.56184 0.16 -0.11 0.12
C 0.51284 2.43472 1.81608 -0.02 -0.19 -0.08
C 0.53126 1.66003 3.13396 -0.03 0.49 0.01
C 0.40318 2.62025 4.32085 0.25 -0.43 0.07
O -0.77804 3.38156 4.28516 -0.38 0.19 -0.03
H 2.48979 -0.65420 -2.33874 0.01 -0.07 -0.06
H 4.26082 -0.56285 -2.42382 0.10 -0.06 -0.07
H 3.26859 0.84405 -2.84277 0.03 0.07 -0.10
H 3.49602 -0.40000 -0.05200 0.05 0.07 0.00
H 4.27016 1.11513 -0.58709 -0.05 -0.16 0.04
H 1.60651 0.08186 1.18461 -0.06 0.11 -0.24
H 0.31350 -2.67439 -0.65905 -0.04 -0.10 -0.06
H -0.37016 -4.02588 -1.59926 0.06 0.04 0.06
H 1.97280 -4.49978 -1.06117 0.02 0.04 0.01
H 2.49081 -2.95414 -1.77945 -0.01 -0.02 0.01
H 3.91538 -4.39439 -3.36151 0.03 0.02 0.00
H 3.03717 -5.62675 -4.29642 0.07 -0.05 -0.04
H 3.23434 -5.82338 -2.54950 0.08 -0.05 0.01
H 1.52307 -4.03747 -5.14647 0.02 0.04 -0.01
H 2.20328 -2.67017 -4.22782 -0.02 -0.03 -0.02
H -0.17477 -2.21213 -4.74539 0.00 -0.14 0.08
H -0.64825 -3.77419 -4.01943 0.02 0.04 -0.04
H -2.31114 0.43456 -1.32424 -0.10 -0.01 -0.20
H -1.28294 0.23145 1.35673 -0.01 0.03 0.02
H -2.09858 3.22252 -0.98751 0.16 -0.02 -0.23
H -5.45255 4.38930 2.98838 -0.09 0.10 0.05
H -5.50426 2.87171 4.94332 -0.06 0.03 0.07
H -4.07308 0.87482 4.99997 0.00 -0.06 0.06
H -2.56194 0.35909 3.14097 0.06 -0.07 0.02
H 0.20685 2.31823 -0.28645 -0.08 -0.09 0.02
H 1.48788 2.89928 1.66005 0.02 0.10 0.01
H -0.22483 3.23520 1.90849 0.08 0.02 -0.05
H 1.45672 1.09378 3.24555 0.01 -0.12 0.03
H -0.30172 0.95650 3.17248 -0.02 -0.13 0.06
H 0.46377 2.05049 5.26074 0.09 0.10 -0.10
H 1.21805 3.34772 4.30544 0.04 -0.08 0.04
H -1.53486 2.78503 4.21978 -0.01 0.04 0.02
```
Forces are in eV/Å.

Summary:
charge = 0
E_LUMO = 0.67 eV
strongest force on any atom = 0.0127 hartree/bohr
HOMO-LUMO gap = 8.963 eV

***

C24H32N2O4S in the gas phase, computed with the ωB97M-V functional and the def2-TZVPD basis.

```
63
Properties=species:S:1:pos:R:3:forces:R:3
C -2.91974 -4.25511 -4.29419 0.01 -0.01 -0.02
O -3.33917 -3.59194 -3.12473 -0.20 0.09 -0.02
C -2.29575 -3.01081 -2.38475 0.21 0.20 0.12
C -1.69285 -1.75649 -3.04843 -0.32 -0.38 -0.29
N -0.84973 -1.02418 -2.13668 0.06 0.16 0.41
C 0.42817 -1.40435 -1.89136 -0.04 0.10 -0.13
S 1.15466 -2.60642 -2.77608 0.34 -0.63 -0.51
N 1.10569 -0.72999 -0.92858 -0.25 0.08 -0.06
C 2.38336 -1.19931 -0.44490 0.55 -0.15 -0.05
C 3.46431 -0.18033 -0.77759 -0.23 -0.16 0.03
C 3.07330 1.14919 -0.20511 -0.06 0.03 0.02
C 4.03955 2.09827 0.10380 0.00 0.14 0.03
C 3.72435 3.34439 0.62414 0.07 0.09 0.00
O 4.67106 4.27882 0.95773 -0.49 -0.09 0.04
C 6.02523 3.98488 0.72070 0.21 -0.04 -0.03
C 2.36594 3.66094 0.82269 -0.17 -0.11 -0.08
O 1.84738 4.82119 1.31499 -0.02 -0.35 0.02
C 2.64360 5.97618 1.46030 0.15 0.45 0.10
C 1.41000 2.70375 0.50932 0.30 0.12 0.06
C 1.73733 1.44814 0.01665 0.19 0.04 -0.02
C 0.61556 0.48248 -0.30575 -0.50 0.09 0.36
C -0.22508 0.15164 0.94922 0.38 0.27 0.10
O -1.54377 -0.10579 0.51377 -0.33 -0.10 0.03
C -2.45014 -0.65015 1.38951 -0.14 -0.09 -0.07
C -2.21758 -0.84842 2.74084 0.22 0.12 -0.14
C -3.20615 -1.41446 3.53923 -0.12 -0.02 -0.08
C -2.93928 -1.63820 4.99728 0.04 -0.04 -0.02
C -4.41668 -1.77655 2.97186 0.08 0.03 0.07
C -4.66507 -1.57475 1.61935 0.14 0.08 -0.06
C -5.96748 -1.98454 1.00341 0.02 -0.05 -0.03
C -3.67580 -1.00766 0.83489 0.12 0.05 0.06
H -2.58641 -3.55268 -5.06511 0.01 -0.04 -0.02
H -3.78511 -4.80445 -4.66095 0.07 -0.02 -0.08
H -2.10523 -4.95563 -4.07874 0.00 -0.01 -0.02
H -2.74081 -2.73346 -1.42376 0.11 0.00 -0.03
H -1.49255 -3.73986 -2.20613 -0.07 0.10 0.03
H -2.50072 -1.09679 -3.37565 0.01 -0.04 0.01
H -1.08650 -2.04415 -3.91004 -0.16 0.12 0.06
H -1.34295 -0.57328 -1.37507 0.10 0.01 -0.03
H 2.59291 -2.16112 -0.91485 -0.08 0.18 0.18
H 2.32558 -1.33169 0.64250 0.00 0.00 -0.01
H 4.42696 -0.50572 -0.38140 0.03 0.00 0.01
H 3.55562 -0.10233 -1.86469 0.03 -0.10 -0.01
H 5.07079 1.83582 -0.07064 0.14 0.01 0.01
H 6.57278 4.87077 1.03950 0.02 -0.09 -0.04
H 6.21987 3.80279 -0.34094 -0.01 -0.01 0.04
H 6.36067 3.12368 1.30739 -0.01 0.02 -0.04
H 1.94749 6.76432 1.74740 0.06 -0.03 -0.03
H 3.39795 5.85449 2.23992 -0.08 0.04 -0.09
H 3.13351 6.24836 0.52301 -0.02 0.00 0.06
H 0.37874 2.98468 0.65728 -0.17 0.07 0.05
H -0.05111 0.99132 -1.01324 0.08 -0.09 0.08
H -0.21392 0.99245 1.65251 -0.05 -0.10 -0.05
H 0.19392 -0.73208 1.44721 -0.01 0.09 -0.03
H -1.28057 -0.56219 3.19320 0.12 0.05 0.02
H -3.86123 -1.84633 5.53365 -0.03 -0.01 0.08
H -2.26830 -2.48739 5.12860 0.03 -0.04 0.08
H -2.46337 -0.76555 5.44051 0.02 0.03 0.08
H -5.18276 -2.21950 3.59157 -0.10 -0.04 0.09
H -6.29259 -1.25405 0.26610 -0.08 0.02 -0.05
H -6.73980 -2.09252 1.76068 -0.08 -0.01 0.01
H -5.85112 -2.94153 0.49431 -0.07 -0.05 -0.04
H -3.84413 -0.83137 -0.21674 -0.03 0.04 -0.16
```
Forces are in eV/Å.

Summary:
charge = 0
E_LUMO = 0.65 eV
strongest force on any atom = 0.0171 hartree/bohr
HOMO-LUMO gap = 8.482 eV

***

C24H32N4O6S in the gas phase at a distorted geometry, computed with the ωB97M-V functional and the def2-TZVPD basis.

```
67
Properties=species:S:1:pos:R:3:forces:R:3
C 6.42396 4.19575 -0.23947 -0.18 -0.34 0.18
C 6.11130 3.23524 0.89885 0.46 0.25 0.03
O 5.12116 2.28011 0.52502 -0.20 -0.22 -0.12
C 5.57180 1.21588 -0.18482 -0.14 0.10 -0.01
O 6.73940 1.00948 -0.42175 0.45 0.07 0.03
N 4.56087 0.42637 -0.61380 -0.07 0.09 -0.02
C 3.18283 0.56229 -0.20342 -0.37 0.07 0.24
C 2.81969 -0.58746 0.74697 -0.23 0.46 -0.10
N 3.11060 -1.85106 0.11466 0.19 0.02 0.04
C 2.23558 -2.83652 -0.16802 -0.19 0.00 0.21
O 2.58647 -3.92502 -0.59114 -0.01 -0.35 -0.12
C 0.78069 -2.56457 0.07698 -0.03 0.02 -0.16
C 0.08237 -3.47579 0.79847 0.34 0.24 -0.13
N -1.24974 -3.42207 1.02451 0.20 -0.06 -0.05
C -1.88259 -4.44653 1.82279 -0.25 -0.24 0.24
C -1.99176 -2.40509 0.46949 -0.12 0.52 -0.33
C -3.37250 -2.28992 0.69970 -0.03 -0.01 0.04
C -4.08876 -1.25846 0.13587 -0.02 -0.15 0.05
C -3.45526 -0.33202 -0.68206 -0.31 0.46 -0.35
S -4.40908 1.03454 -1.36060 -0.10 0.22 0.09
O -5.79300 0.67154 -1.26584 0.11 -0.15 0.29
O -3.85610 1.38170 -2.63322 0.35 -0.04 0.12
N -4.18199 2.33063 -0.35680 -0.27 -0.73 -0.78
C -4.78903 2.28836 0.94915 -0.33 -0.35 0.57
C -3.81452 1.80263 2.02411 -0.01 0.41 -0.10
C -2.54625 2.66036 2.01634 0.19 -0.39 0.03
C -1.54954 2.17273 3.06394 -0.21 0.22 -0.16
C -1.92654 2.62538 0.61710 -0.30 0.29 0.10
C -2.94479 3.06734 -0.43671 0.70 0.09 -0.22
C -2.11303 -0.43779 -0.94234 0.04 -0.13 -0.05
C -1.35696 -1.45759 -0.35814 -0.27 0.07 0.03
C 0.09337 -1.48912 -0.61891 -0.05 -0.23 0.22
O 0.63862 -0.67312 -1.34915 -0.03 -0.02 -0.04
C 4.49720 -1.98440 -0.28348 0.22 -0.13 -0.39
C 4.85704 -0.84388 -1.24017 0.30 -0.23 0.09
H 6.86283 3.64879 -1.07002 0.06 0.01 -0.07
H 5.51508 4.68671 -0.57936 -0.05 0.09 -0.03
H 7.13024 4.94760 0.10084 0.08 0.11 0.01
H 7.01984 2.70580 1.20398 -0.18 0.11 0.04
H 5.68236 3.76262 1.75406 0.06 -0.09 -0.08
H 3.04126 1.52334 0.28670 -0.04 -0.10 -0.06
H 2.53876 0.49709 -1.08579 0.08 0.05 0.16
H 1.76757 -0.53149 1.02168 0.08 -0.01 0.03
H 3.42816 -0.51038 1.65830 -0.09 0.03 -0.03
H 0.60773 -4.30987 1.24268 -0.04 -0.08 0.00
H -2.33141 -4.01593 2.72047 0.00 -0.04 -0.03
H -1.13655 -5.17812 2.12416 -0.02 0.07 -0.03
H -2.65559 -4.95802 1.24663 0.02 0.00 0.04
H -3.88654 -3.00442 1.32066 -0.04 -0.08 0.06
H -5.14977 -1.15731 0.30046 -0.13 -0.08 0.08
H -5.65867 1.63586 0.86901 -0.08 0.17 0.19
H -5.13334 3.29934 1.19692 -0.03 -0.06 -0.05
H -3.54615 0.76055 1.83483 0.02 -0.04 0.07
H -4.29959 1.85700 3.00032 -0.02 -0.06 0.05
H -2.82596 3.69406 2.24968 -0.03 0.04 -0.01
H -0.65742 2.79422 3.06036 0.15 0.04 0.04
H -1.25257 1.14636 2.85537 0.05 -0.15 -0.02
H -1.98983 2.20807 4.05772 0.00 -0.03 0.15
H -1.58547 1.61097 0.40257 0.08 0.01 0.03
H -1.06037 3.28747 0.57325 0.08 -0.01 -0.02
H -2.56132 2.92457 -1.44691 0.09 0.24 0.06
H -3.17780 4.12993 -0.29822 0.00 -0.06 -0.06
H -1.62104 0.25411 -1.60900 0.13 0.05 -0.04
H 4.61674 -2.95432 -0.76771 0.04 0.12 0.10
H 5.13741 -1.93762 0.60484 0.00 -0.02 -0.05
H 5.91927 -0.86555 -1.48511 -0.15 -0.03 -0.03
H 4.26127 -0.93034 -2.15386 0.04 -0.04 0.02
```
Forces are in eV/Å.

Summary:
charge = 0
E_LUMO = -0.27 eV
strongest force on any atom = 0.0214 hartree/bohr
HOMO-LUMO gap = 8.449 eV

***

- What is the HOMO-LUMO gap in the first record?
  8.963 eV